Entry 1:
Formula: C12H44N12O10
Source: OMol25
Level of theory: the ωB97M-V functional and the def2-TZVPD basis

The total charge is 0. For the lowest unoccupied orbital energy, the calculation gives 0.65 eV. The multiplicity is 1. The calculation puts the energy above the lowest of the compared OMol25 structures with the same formula, charge and spin at 29.2 kcal per mole. The SMILES is NC(N)=O.NC(N)=O.NC(N)=O.NC(N)=O.NC(N)=O.NC(N)=O.CCO.CCO.CO.CO. The calculation puts the orbital gap at 10.1 eV.

Atoms and positions in Å:
N 0.387 -18.993 -4.479
C -0.170 -19.827 -3.544
N -1.575 -19.760 -3.345
O 0.550 -20.577 -2.836
H 1.352 -18.809 -4.349
H -0.181 -18.345 -4.974
H -2.018 -20.524 -2.845
H -2.178 -19.286 -4.046
N 3.504 -18.953 -2.240
C 3.448 -17.725 -2.845
N 4.447 -16.869 -2.676
O 2.500 -17.400 -3.536
H 2.657 -19.520 -2.465
H 4.082 -19.350 -1.547
H 5.186 -17.021 -2.035
H 4.257 -15.961 -3.042
N -3.891 -17.324 -2.371
C -4.908 -16.409 -2.177
N -5.201 -15.772 -3.337
O -5.472 -16.176 -1.082
H -3.410 -17.745 -1.605
H -3.440 -17.429 -3.261
H -4.717 -15.818 -4.186
H -6.089 -15.322 -3.258
N -5.586 -21.994 -0.841
C -5.543 -20.619 -0.827
N -5.784 -20.039 0.431
O -5.276 -19.972 -1.781
H -5.561 -22.431 -1.715
H -5.545 -22.601 -0.047
H -5.299 -19.207 0.597
H -5.935 -20.571 1.276
N -1.564 -14.831 -5.345
C -1.552 -15.964 -4.609
N -0.862 -15.726 -3.470
O -2.133 -16.996 -4.922
H -1.857 -14.820 -6.286
H -1.070 -13.971 -5.084
H -0.571 -14.822 -3.209
H -0.824 -16.436 -2.780
N -3.363 -13.609 -1.875
C -2.217 -13.851 -1.115
N -2.398 -14.443 0.155
O -1.144 -13.363 -1.451
H -4.218 -14.148 -1.748
H -3.248 -13.082 -2.740
H -2.945 -15.221 0.301
H -1.572 -14.319 0.684
C -1.419 -24.081 -0.687
C -1.226 -22.634 -0.181
O -1.425 -21.800 -1.281
H -0.549 -24.440 -1.258
H -2.213 -24.106 -1.403
H -1.593 -24.779 0.087
H -0.224 -22.516 0.237
H -1.976 -22.412 0.597
H -0.573 -21.550 -1.816
C -1.196 -18.848 0.771
C -2.058 -18.200 1.921
O -2.694 -17.088 1.417
H -1.815 -19.325 0.033
H -0.533 -19.625 1.138
H -0.600 -18.106 0.233
H -1.445 -17.889 2.732
H -2.786 -18.929 2.285
H -3.691 -17.063 1.479
C 1.546 -13.030 -3.414
O 0.277 -12.809 -3.982
H 2.129 -12.116 -3.567
H 1.531 -13.156 -2.309
H 2.037 -13.870 -3.864
H -0.330 -12.586 -3.252
C -6.602 -15.639 1.931
O -5.574 -16.585 1.564
H -6.456 -14.680 1.479
H -7.583 -16.008 1.625
H -6.573 -15.459 2.986
H -5.671 -16.632 0.623

Löwdin atomic charge list, values in e, 6 entries: atom 1 (N): 0.186, atom 2 (C): -0.558, atom 3 (N): 0.158, atom 4 (O): -0.037, atom 5 (H): 0.049, atom 6 (H): 0.068

Entry 2:
Formula: C12H44N3O12S
Source: OMol25
Level of theory: the ωB97M-V functional and the def2-TZVPD basis

The total charge is -1. For the lowest unoccupied orbital energy, the calculation gives 2.45 eV. The multiplicity is 1. The calculation puts the orbital gap at 8.2 eV.

Atoms and positions in Å:
O -13.166 24.998 9.268
H -13.212 25.360 10.230
H -12.684 24.120 9.340
H -12.551 25.631 8.681
O -9.885 25.094 9.499
H -9.976 25.670 10.335
H -10.506 24.282 9.612
H -10.323 25.600 8.711
O -12.181 22.498 12.010
H -11.761 23.208 12.659
H -11.913 22.766 11.010
H -13.141 22.577 12.063
O -11.436 26.275 7.992
H -11.709 26.684 7.168
O -11.527 23.097 9.665
H -10.973 22.353 9.411
S -11.647 25.724 12.624
O -11.386 24.436 13.342
O -10.460 26.015 11.781
O -12.789 25.484 11.678
O -11.910 26.798 13.549
C -6.063 24.448 13.925
C -7.009 24.737 12.760
C -7.621 23.447 12.243
O -6.621 22.577 11.752
C -7.172 21.380 11.270
N -8.012 25.701 13.201
H -5.764 25.322 14.497
H -5.167 23.951 13.534
H -6.467 23.684 14.598
H -6.426 25.194 11.956
H -8.315 23.692 11.421
H -8.261 22.986 13.012
H -7.733 21.607 10.351
H -7.838 20.919 12.006
H -6.376 20.693 10.989
H -8.628 25.322 13.923
H -8.731 25.757 12.459
C -9.218 27.570 5.643
C -8.333 28.040 6.783
C -7.741 29.406 6.543
O -6.815 29.390 5.478
C -6.333 30.648 5.131
N -9.079 28.121 8.055
H -8.713 27.576 4.671
H -10.076 28.241 5.512
H -9.627 26.571 5.797
H -7.490 27.351 6.885
H -7.194 29.711 7.455
H -8.481 30.220 6.472
H -6.997 31.293 4.538
H -5.468 30.525 4.477
H -6.031 31.178 6.044
H -9.961 27.603 7.958
H -9.442 29.071 8.132
C -12.560 30.262 8.991
C -12.914 29.192 10.005
C -14.228 28.477 9.705
O -15.326 29.381 9.720
C -16.538 28.683 9.692
N -11.807 28.249 10.111
H -12.607 29.931 7.949
H -11.557 30.642 9.201
H -13.224 31.128 9.067
H -13.018 29.648 10.994
H -14.348 27.812 10.576
H -14.191 27.855 8.801
H -16.531 27.949 8.873
H -17.359 29.375 9.500
H -16.760 28.134 10.615
H -11.616 27.852 9.189
H -12.003 27.515 10.784

Löwdin atomic charge list, values in e, 6 entries: atom 1 (O): 0.076, atom 2 (H): 0.057, atom 3 (H): 0.050, atom 4 (H): 0.046, atom 5 (O): 0.092, atom 6 (H): 0.075

Entry 3:
Formula: C12H44O14Ti
Source: OMol25
Level of theory: the ωB97M-V functional and the def2-TZVPD basis

The total charge is -1. Its expectation value of S² is 3.7514. For the lowest unoccupied orbital energy (spin up / spin down), the calculation gives 2.21 / 2.08 eV. The multiplicity is 4. The calculation puts the energy above the lowest of the compared OMol25 structures with the same formula, charge and spin at 40.3 kcal per mole. The calculation puts the orbital gap (spin up / spin down) at 4.6 / 8.7 eV.

Atoms and positions in Å:
Ti 0.985 2.386 0.571
C -0.155 -0.168 0.265
O -0.264 -1.392 0.483
O 0.490 0.310 -0.690
O -0.493 0.661 1.113
C -0.185 -1.248 -3.565
O -0.348 0.092 -3.214
H 0.475 -1.216 -4.432
H 0.411 -1.701 -2.773
H -1.074 -1.855 -3.738
H -0.094 0.064 -2.289
C -2.187 3.003 -1.288
O -2.041 2.771 0.150
H -1.450 2.395 -1.812
H -3.120 2.611 -1.692
H -2.210 4.073 -1.496
H -1.544 1.966 0.316
C -3.524 0.827 2.200
O -2.506 0.235 2.937
H -3.197 1.853 2.035
H -3.760 0.344 1.251
H -4.398 0.801 2.851
H -1.750 0.141 2.352
C 0.752 3.389 -3.060
O 1.068 2.851 -1.809
H 1.551 3.549 -3.784
H 0.071 2.673 -3.520
H 0.101 4.254 -2.929
H 0.961 1.899 -1.864
C -1.975 -3.375 2.693
O -0.701 -2.711 3.027
H -2.139 -4.244 3.330
H -2.817 -2.710 2.888
H -2.027 -3.693 1.652
H -0.508 -2.169 2.259
C 3.107 0.132 -3.131
O 2.696 -0.737 -2.090
H 3.781 -0.422 -3.784
H 2.256 0.606 -3.620
H 3.705 0.958 -2.747
H 1.953 -0.314 -1.653
C 2.326 -1.793 2.818
O 2.189 -2.248 1.482
H 1.942 -0.780 2.936
H 1.797 -2.433 3.524
H 3.372 -1.904 3.105
H 1.317 -1.981 1.183
C 3.837 1.038 0.517
O 3.366 2.346 0.435
H 2.976 0.371 0.551
H 4.407 0.784 -0.376
H 4.427 0.990 1.432
H 4.153 2.894 0.473
C -0.066 2.687 3.894
O 0.873 1.901 3.174
H -0.779 3.189 3.240
H -0.527 2.114 4.698
H 0.507 3.450 4.422
H 0.294 1.312 2.686
C 0.713 -4.223 -1.052
O -0.516 -4.089 -0.411
H 0.798 -3.392 -1.752
H 1.575 -4.261 -0.386
H 0.740 -5.173 -1.586
H -0.546 -3.161 -0.167
C -3.458 -0.607 -1.250
O -2.934 -1.521 -0.277
H -2.808 0.267 -1.285
H -3.399 -1.026 -2.254
H -4.469 -0.247 -1.063
H -2.000 -1.389 -0.100

Löwdin atomic charge list, values in e, 6 entries: atom 1 (Ti): 0.782, atom 2 (C): -0.901, atom 3 (O): -0.038, atom 4 (O): -0.089, atom 5 (O): -0.110, atom 6 (C): -0.158

Entry 4:
Formula: C12H44O16
Source: OMol25
Level of theory: the ωB97M-V functional and the def2-TZVPD basis

The total charge is 0. For the lowest unoccupied orbital energy, the calculation gives 0.24 eV. The multiplicity is 1. The calculation puts the energy above the lowest of the compared OMol25 structures with the same formula, charge and spin at 107.3 kcal per mole. The SMILES is OCCO.OCCO.OCCO.OCCO.OCCO.OCCO.O.O.O.O. The calculation puts the orbital gap at 9.8 eV.

Atoms and positions in Å:
O -0.244 -1.581 -2.724
C 0.069 -1.549 -4.080
C 0.488 -2.864 -4.583
O 0.861 -2.734 -5.918
H -0.416 -0.672 -2.384
H -0.711 -1.119 -4.674
H 0.807 -0.754 -4.105
H -0.348 -3.501 -4.410
H 1.211 -3.381 -3.870
H 0.071 -3.009 -6.339
O 0.220 2.291 0.430
C 1.312 1.535 0.802
C 2.112 1.514 -0.432
O 1.652 0.563 -1.392
H -0.252 2.585 1.276
H 1.746 2.008 1.665
H 0.890 0.535 0.960
H 3.180 1.143 -0.254
H 2.334 2.492 -0.824
H 1.072 1.018 -1.978
O -3.127 -0.322 1.207
C -2.004 -1.171 0.800
C -1.931 -2.315 1.759
O -0.872 -3.136 1.423
H -2.873 0.612 1.433
H -1.912 -1.463 -0.251
H -1.135 -0.576 1.033
H -2.886 -2.913 1.735
H -1.923 -2.175 2.762
H -0.749 -3.218 0.449
O 0.573 2.048 -3.588
C 0.535 3.440 -3.677
C -0.945 3.803 -4.017
O -1.703 3.230 -3.099
H 0.760 1.591 -4.432
H 0.920 3.799 -2.753
H 1.214 3.814 -4.454
H -1.267 3.560 -5.044
H -1.239 4.838 -4.009
H -2.066 2.587 -3.671
O -1.348 -0.060 7.207
C -1.521 -0.248 5.851
C -0.619 0.655 4.987
O -0.796 0.162 3.686
H -1.825 0.708 7.422
H -1.467 -1.310 5.587
H -2.539 0.089 5.552
H 0.443 0.696 5.351
H -0.955 1.698 5.183
H -0.067 -0.351 3.493
O 2.748 -2.859 1.569
C 2.706 -2.163 0.296
C 3.480 -2.862 -0.777
O 2.966 -4.195 -0.856
H 2.224 -2.357 2.271
H 1.634 -2.139 -0.033
H 3.133 -1.229 0.509
H 4.495 -2.978 -0.385
H 3.466 -2.262 -1.654
H 3.498 -4.602 -1.581
O 1.247 -1.263 3.056
H 1.453 -1.848 3.777
H 0.603 -1.784 2.558
O -1.254 0.881 -1.564
H -0.935 1.530 -2.132
H -0.784 1.130 -0.795
O -1.374 2.734 2.779
H -2.270 2.449 3.006
H -0.944 1.948 3.164
O -3.282 2.994 0.420
H -2.982 2.941 1.334
H -2.543 3.310 -0.080

Löwdin atomic charge list, values in e, 6 entries: atom 1 (O): -0.076, atom 2 (C): -0.298, atom 3 (C): -0.277, atom 4 (O): -0.019, atom 5 (H): 0.048, atom 6 (H): 0.115

Entry 5:
Formula: C12H48N24O12
Source: OMol25
Level of theory: the ωB97M-V functional and the def2-TZVPD basis

The total charge is 0. For the lowest unoccupied orbital energy, the calculation gives -0.25 eV. The multiplicity is 1. The calculation puts the energy above the lowest of the compared OMol25 structures with the same formula, charge and spin at 164.6 kcal per mole. The SMILES is NC(N)=O.NC(N)=O.NC(N)=O.NC(N)=O.NC(N)=O.NC(N)=O.NC(N)=O.NC(N)=O.NC(N)=O.NC(N)=O.NC(N)=O.NC(N)=O. The calculation puts the orbital gap at 8.5 eV.

Atoms and positions in Å:
N 2.716 4.200 -0.276
C 3.517 3.673 -1.153
N 4.723 4.187 -1.217
O 3.144 2.727 -1.830
H 2.917 5.071 0.194
H 1.803 3.800 -0.112
H 4.956 5.010 -0.680
H 5.439 3.744 -1.776
N 1.462 1.404 -3.788
C 1.893 0.168 -3.767
N 2.785 0.099 -2.768
O 1.385 -0.727 -4.340
H 0.821 1.723 -4.500
H 1.918 2.032 -3.141
H 2.949 0.930 -2.217
H 3.141 -0.819 -2.542
N -3.962 0.009 2.025
C -4.497 -0.183 3.144
N -5.433 -1.084 3.268
O -4.106 0.413 4.071
H -4.236 -0.640 1.300
H -3.189 0.658 2.016
H -5.654 -1.632 2.449
H -5.936 -1.099 4.145
N -4.884 1.910 -1.070
C -3.971 2.770 -0.863
N -2.854 2.278 -1.425
O -4.010 3.700 -0.020
H -5.709 2.162 -0.545
H -4.700 1.013 -1.497
H -2.914 1.356 -1.832
H -2.014 2.838 -1.405
N 0.191 0.764 -0.521
C -0.618 0.238 0.326
N -0.598 -1.046 0.346
O -1.281 0.980 1.079
H 0.135 1.764 -0.646
H 0.916 0.169 -0.894
H -1.252 -1.520 0.952
H 0.066 -1.559 -0.217
N 1.237 -0.435 3.044
C 0.641 -1.423 3.747
N -0.608 -1.315 3.915
O 1.240 -2.356 4.279
H 2.231 -0.445 2.869
H 0.700 0.238 2.516
H -1.137 -1.993 4.444
H -1.042 -0.738 3.208
N 4.300 -1.878 -0.378
C 3.133 -1.915 0.228
N 3.215 -2.383 1.433
O 2.179 -1.550 -0.420
H 4.299 -1.415 -1.276
H 5.075 -2.364 0.050
H 4.089 -2.207 1.908
H 2.380 -2.381 2.001
N 1.100 -6.289 -0.151
C 1.892 -5.527 -0.882
N 1.403 -4.393 -0.707
O 2.856 -5.827 -1.600
H 1.213 -7.255 -0.427
H 0.233 -5.924 0.216
H 0.573 -4.151 -0.185
H 2.031 -3.690 -1.069
N -2.833 -3.500 1.216
C -2.160 -3.950 0.280
N -2.772 -3.657 -0.883
O -1.083 -4.439 0.375
H -3.749 -3.148 0.976
H -2.542 -3.774 2.143
H -2.444 -4.088 -1.735
H -3.530 -2.989 -0.866
N 3.898 2.700 2.454
C 3.615 1.503 2.066
N 2.908 1.510 0.959
O 3.911 0.526 2.708
H 3.814 3.358 1.693
H 4.564 2.806 3.206
H 2.598 0.645 0.538
H 2.849 2.338 0.384
N -2.961 -1.103 -4.112
C -2.748 -0.658 -2.933
N -1.501 -0.280 -2.954
O -3.563 -0.460 -2.047
H -2.253 -1.068 -4.832
H -3.914 -1.356 -4.332
H -1.130 0.212 -2.154
H -0.873 -0.617 -3.670
N -0.616 5.468 0.134
C -0.550 4.176 0.201
N -1.087 3.705 1.282
O -0.053 3.417 -0.641
H -1.317 5.967 0.663
H -0.076 5.923 -0.588
H -1.046 2.722 1.511
H -1.648 4.248 1.923

Löwdin atomic charge list, values in e, 6 entries: atom 1 (N): 0.167, atom 2 (C): -0.732, atom 3 (N): 0.200, atom 4 (O): 0.010, atom 5 (H): 0.133, atom 6 (H): 0.083

Entry 6:
Formula: C12H48N24O12
Source: OMol25
Level of theory: the ωB97M-V functional and the def2-TZVPD basis

The total charge is +1. Its expectation value of S² is 0.7675. For the lowest unoccupied orbital energy (spin up / spin down), the calculation gives -2.07 / -7.35 eV. The multiplicity is 2. The calculation puts the energy above the lowest of the compared OMol25 structures with the same formula, charge and spin at 68.6 kcal per mole. The calculation puts the orbital gap (spin up / spin down) at 8.4 / 3.2 eV.

Atoms and positions in Å:
C -2.515 5.086 -0.666
O -2.675 5.574 -1.728
N -3.191 5.377 0.389
N -1.818 4.042 -0.398
H -3.910 6.087 0.370
H -3.400 4.559 0.943
H -1.849 3.765 0.573
H -1.813 3.362 -1.145
C -1.648 -5.534 1.213
O -2.558 -5.903 0.447
N -0.953 -6.363 1.896
N -1.349 -4.272 1.571
H -0.932 -7.229 1.377
H -0.144 -5.978 2.362
H -1.701 -3.558 0.950
H -0.937 -3.977 2.445
C -1.929 1.753 -3.264
O -1.093 2.073 -2.424
N -2.177 0.539 -3.673
N -2.664 2.599 -3.890
H -1.605 -0.179 -3.253
H -3.034 0.310 -4.156
H -2.517 3.581 -3.707
H -3.503 2.271 -4.347
C 2.773 1.875 -4.048
O 3.584 2.258 -4.830
N 2.671 0.603 -3.656
N 1.750 2.515 -3.530
H 2.090 0.435 -2.848
H 3.544 0.107 -3.763
H 1.635 3.483 -3.791
H 1.099 2.016 -2.940
C -0.071 -5.175 -2.195
O -0.533 -4.035 -2.374
N -0.750 -6.321 -2.330
N 1.014 -5.399 -1.585
H -0.414 -7.199 -1.962
H -1.701 -6.450 -2.644
H 1.495 -4.699 -1.038
H 1.178 -6.394 -1.540
C 2.009 4.575 -0.571
O 1.503 4.711 -1.645
N 3.033 5.260 -0.290
N 1.654 3.740 0.346
H 3.442 5.251 0.633
H 3.322 5.956 -0.963
H 1.922 4.110 1.247
H 1.064 2.931 0.211
C -2.296 -0.194 2.861
O -1.722 -0.022 1.801
N -2.972 0.706 3.539
N -1.940 -1.053 3.642
H -3.265 0.674 4.505
H -3.172 1.549 3.020
H -2.410 -1.138 4.532
H -1.465 -1.895 3.349
C -1.337 3.380 3.098
O -2.093 3.588 2.189
N -1.525 3.763 4.284
N -0.217 2.699 3.020
H -0.860 3.827 5.042
H -2.466 4.066 4.491
H 0.287 2.568 3.885
H -0.100 2.123 2.199
C 0.847 -0.032 -0.278
O 1.725 0.063 -1.088
N -0.228 0.682 -0.222
N 0.716 -1.190 0.251
H -0.399 1.362 -0.949
H -0.945 0.508 0.468
H 1.323 -1.942 -0.043
H 0.020 -1.321 0.972
C -3.320 -2.146 -1.146
O -4.137 -1.201 -1.035
N -2.023 -2.137 -1.149
N -3.592 -3.391 -1.337
H -1.727 -1.171 -1.117
H -1.485 -2.944 -1.429
H -2.848 -4.047 -1.146
H -4.559 -3.668 -1.242
C 3.687 1.066 2.628
O 3.923 -0.016 3.046
N 3.280 1.225 1.383
N 3.867 2.207 3.291
H 2.855 2.103 1.123
H 3.275 0.414 0.781
H 3.620 3.080 2.847
H 4.317 2.187 4.196
C 3.491 -3.214 -0.219
O 2.517 -3.130 -0.865
N 4.348 -2.298 0.056
N 3.978 -4.342 0.133
H 4.121 -1.445 -0.434
H 5.237 -2.380 0.528
H 3.750 -5.260 -0.220
H 4.524 -4.405 0.980

Löwdin atomic charge list, values in e, 6 entries: atom 1 (C): -0.845, atom 2 (O): 0.067, atom 3 (N): 0.160, atom 4 (N): 0.173, atom 5 (H): 0.121, atom 6 (H): 0.088

| no. | total energy (Eh) |
| --- | --- |
| 1 | -1893.3096 |
| 2 | -1948.9799 |
| 3 | -2386.3189 |
| 4 | -1687.2113 |
| 5 | -2703.3987 |
| 6 | -2702.9830 |